No. 1
This record from OMol25 describes an isolated molecule of C4H7N3O. The level of theory is ωB97M-V with the def2-TZVPD basis set.

Structure (ORCA input):
```
! RIJCOSX wB97M-V def2-TZVPD def2/J DEFGRID3
* xyz 0 1
C -0.400 0.346 0.840
C -0.938 -0.707 -0.004
N -1.377 1.316 1.245
C 0.714 0.795 -0.224
C 1.033 -0.790 -0.986
N -1.741 -1.304 -0.640
N 1.916 -1.628 -0.640
O 0.351 1.650 -1.076
H 0.102 -0.128 1.687
H -1.450 2.015 0.508
H -1.114 1.770 2.110
H -1.669 -1.943 -1.420
H 2.185 -1.515 0.343
H 1.692 0.906 0.288
H 0.693 -0.783 -2.030
*
```

Relative energy (zero: lowest compared OMol25 entry of this formula, charge and spin) (kcal/mol): 124.0
HOMO-LUMO gap (alpha / beta) (eV): 7.22 / 7.22

=====

No. 2
This record from OMol25 describes a structure of composition C4H7N3O2. The level of theory is ωB97M-V with the def2-TZVPD basis set.

Structure (ORCA input):
```
! RIJCOSX wB97M-V def2-TZVPD def2/J DEFGRID3
* xyz 0 1
C -1.205 0.743 1.403
N 0.177 0.808 0.934
C 0.758 1.553 -0.686
C -0.422 -0.727 -1.083
C 0.724 -0.015 -0.349
N -0.193 -2.042 -1.227
N 1.861 -0.674 -0.264
O 0.993 2.652 -0.922
O -1.413 -0.130 -1.468
H 0.886 0.773 1.661
H 0.739 -2.368 -0.998
H -0.827 -2.598 -1.777
H 2.602 -0.178 0.222
H -1.336 1.433 2.237
H -1.870 1.039 0.595
H -1.472 -0.269 1.722
*
```

Relative energy (zero: lowest compared OMol25 entry of this formula, charge and spin) (kcal/mol): 81.9
HOMO-LUMO gap (eV): 9.23

=====

No. 3
This record from OMol25 describes a cluster of 2 separate species, C4H7N3O2S in total. The level of theory is ωB97M-V with the def2-TZVPD basis set.

Structure (ORCA input):
```
! RIJCOSX wB97M-V def2-TZVPD def2/J DEFGRID3
* xyz 0 1
C -2.370 0.037 -0.415
C -1.939 -1.259 -0.448
C -0.786 -0.100 0.990
C 1.290 0.910 -0.851
N -1.641 0.748 0.485
N -0.932 -1.336 0.468
N 1.294 1.922 -0.126
O 2.895 0.248 1.036
O 1.735 -1.594 -0.239
S 2.560 -0.412 -0.419
H -3.155 0.505 -0.974
H -2.263 -2.105 -1.018
H 0.632 0.665 -1.683
H -0.307 -2.115 0.610
H 0.581 2.633 -0.271
H 2.473 1.127 1.104
H -0.067 0.126 1.752
*
```

Relative energy (zero: lowest compared OMol25 entry of this formula, charge and spin) (kcal/mol): 24.4
HOMO-LUMO gap (eV): 9.14

=====

No. 4
This record from OMol25 describes a cluster of 2 separate species, C4H7N3O3 in total. The level of theory is ωB97M-V with the def2-TZVPD basis set.

Structure (ORCA input):
```
! RIJCOSX wB97M-V def2-TZVPD def2/J DEFGRID3
* xyz 0 1
N -0.270 -1.620 2.438
C 0.585 -0.933 1.624
O 1.680 -0.505 2.020
C 0.138 -0.624 0.269
N -0.238 -1.526 -0.726
C -0.557 -0.813 -1.742
O -0.435 0.523 -1.520
C -0.027 0.647 -0.243
N 0.180 1.870 0.257
H -0.011 -1.738 3.408
H -1.190 -1.932 2.135
H -0.903 -1.124 -2.723
H 0.482 1.922 1.222
H -0.218 2.682 -0.192
O 2.294 -4.166 1.091
H 1.528 -3.742 1.563
H 1.918 -4.569 0.303
*
```

Relative energy (zero: lowest compared OMol25 entry of this formula, charge and spin) (kcal/mol): 12.7
HOMO-LUMO gap (eV): 8.90
SMILES: NC(=O)c1ncoc1N.O